No. 1
23
Properties=species:S:1:pos:R:3:mulliken_spin:R:1 method="wB97M-V/def2-TZVPD" multiplicity=4 fmax_ev_per_a=4.05 charge=+1 gap_ev="3.13 / 7.80"
C -2.766 1.133 -0.015 0.00
C -3.866 1.593 -0.667 0.00
H -2.285 -0.074 -0.041 0.00
H -2.298 1.727 0.773 0.00
H -4.141 2.649 -0.620 0.00
H -4.451 0.936 -1.314 0.00
H -2.465 1.684 -1.114 0.00
O 4.724 0.885 1.431 -0.01
C 3.764 0.769 0.622 0.10
O 3.608 1.580 -0.329 -0.07
O 2.877 -0.189 0.865 -0.01
C 1.717 -0.260 0.034 0.00
C 0.916 -1.476 0.469 0.00
C -0.257 -1.753 -0.399 0.00
C -1.541 -1.877 0.031 0.00
Ni 5.203 2.387 0.295 2.99
H 2.026 -0.350 -1.017 0.00
H 1.132 0.661 0.148 0.00
H 0.623 -1.410 1.526 0.00
H 1.558 -2.372 0.361 0.00
H -0.070 -1.776 -1.479 0.00
H -2.274 -2.335 -0.638 0.00
H -1.733 -2.131 1.078 0.00


No. 2
20
Properties=species:S:1:pos:R:3:nbo_charge:R:1 method="wB97M-V/def2-TZVPD" smiles="C=C(C)[C@]1(C)C[C@@H]1O" fmax_ev_per_a=3.18 gap_ev=10.03
C -0.375 1.958 -0.324 -0.66
C -0.481 0.529 -0.720 0.06
C -1.389 0.098 -1.619 -0.42
C 0.389 -0.447 0.053 -0.15
C 1.808 -0.483 -0.480 -0.58
C -0.232 -1.686 0.647 -0.45
C 0.191 -0.505 1.496 0.10
H 0.667 2.260 -0.633 0.22
H -1.185 2.519 -0.791 0.22
H -0.388 1.986 0.759 0.24
H -2.126 0.752 -2.104 0.20
H -1.411 -0.954 -1.873 0.20
H 2.399 -1.215 0.008 0.21
H 1.848 -0.655 -1.560 0.22
H 2.268 0.504 -0.230 0.21
H 0.373 -2.590 0.644 0.22
H -1.266 -1.834 0.500 0.22
H 1.094 -0.708 2.143 0.18
H -1.521 0.146 1.852 0.47
O -0.663 0.324 2.232 -0.69


No. 3
20
Properties=species:S:1:pos:R:3:nbo_charge:R:1 method="wB97M-V/def2-TZVPD" smiles="C=CC(=C)/C=C/C.O" fmax_ev_per_a=2.17 gap_ev=9.28
C -1.083 1.585 0.314 -0.22
C -1.057 1.801 1.626 -0.36
C -1.697 -0.045 -1.400 -0.41
C -1.134 0.189 -0.211 -0.05
C -0.223 -0.825 0.385 -0.26
C 1.008 -0.600 0.815 -0.13
C 1.856 -1.685 1.422 -0.64
H -1.209 2.399 -0.383 0.21
H -1.071 2.820 1.995 0.20
H -1.101 1.018 2.367 0.20
H -2.154 0.707 -2.031 0.20
H -1.886 -1.061 -1.750 0.20
H -0.632 -1.824 0.254 0.20
H 1.469 0.365 0.624 0.21
H 1.357 -2.646 1.331 0.21
H 2.860 -1.747 1.014 0.22
H 1.909 -1.432 2.478 0.22
H 0.840 0.583 -2.344 0.47
H 1.009 -0.864 -2.066 0.47
O 1.521 -0.100 -2.371 -0.93


No. 4
20
Properties=species:S:1:pos:R:3:nbo_charge:R:1 method="wB97M-V/def2-TZVPD" smiles="CC1=C(O)[C@H](C)[C@H]1C" fmax_ev_per_a=4.86 gap_ev=8.57
C 1.978 1.387 0.569 -0.65
C -1.982 -0.599 1.047 -0.61
C 0.962 -1.478 -1.276 -0.61
C -0.503 1.080 -0.239 0.30
C 0.723 0.660 0.152 -0.10
C -1.115 -0.311 -0.172 -0.24
C 0.409 -0.808 -0.026 -0.20
O -1.014 2.229 -0.502 -0.64
H -1.954 2.115 -0.726 0.48
H -1.625 -0.636 -1.089 0.19
H 0.607 -1.432 0.856 0.18
H 2.825 0.709 0.690 0.22
H 2.204 2.214 -0.109 0.22
H 1.791 1.872 1.535 0.22
H -2.281 -1.652 1.065 0.21
H -1.452 -0.385 1.981 0.21
H -2.894 0.007 1.027 0.20
H 0.585 -2.502 -1.361 0.20
H 0.679 -0.940 -2.187 0.21
H 2.056 -1.529 -1.235 0.21


No. 5
20
Properties=species:S:1:pos:R:3:nbo_charge:R:1 method="wB97M-V/def2-TZVPD" smiles="C=CC(=C)C(=C)C.O" fmax_ev_per_a=2.29 gap_ev=9.60
C -1.428 -2.472 -0.840 -0.65
C -0.411 -1.373 -0.922 -0.03
C -0.173 -0.824 -2.122 -0.37
C 1.520 -0.595 0.504 -0.36
C 0.261 -0.991 0.315 -0.07
C -0.672 -0.982 1.503 -0.19
C -0.506 -1.514 2.704 -0.39
H -2.429 -2.129 -0.537 0.22
H -1.220 -3.245 -0.095 0.22
H -1.680 -3.021 -1.751 0.22
H 0.672 -0.141 -2.139 0.19
H -0.555 -1.157 -3.074 0.20
H 1.761 -0.404 1.537 0.20
H 2.328 -0.550 -0.212 0.20
H -1.530 -0.382 1.191 0.20
H -1.328 -1.373 3.398 0.20
H 0.288 -2.190 2.987 0.21
H 1.056 6.404 -1.665 0.47
H 0.739 6.233 -0.139 0.47
O 1.241 6.768 -0.788 -0.94


No. 6
20
Properties=species:S:1:pos:R:3:mulliken_spin:R:1 method="wB97M-V/def2-TZVPD" multiplicity=2 fmax_ev_per_a=3.27 charge=+1 gap_ev="8.61 / 5.63"
C -0.102 -2.912 -1.514 0.01
C 0.931 -2.269 -2.070 0.23
C -1.136 -1.048 -0.264 0.16
C -0.943 -2.386 -0.472 0.21
C -1.699 0.895 3.006 0.00
C -1.253 0.531 1.647 0.23
C -1.752 -0.494 0.932 0.08
H -0.534 -3.836 -1.897 0.01
H 1.161 -1.266 -1.724 0.01
H 1.683 -2.596 -2.776 0.01
H -0.865 -0.302 -1.009 0.00
H -1.378 -3.189 0.118 0.01
H -2.463 0.248 3.422 0.00
H -0.842 0.806 3.673 0.02
H -1.983 1.950 3.083 0.02
H -0.394 1.014 1.185 0.01
H -2.631 -1.124 1.102 0.01
H 4.496 5.725 -0.465 0.00
H 4.928 4.789 -1.544 0.00
O 4.289 5.487 -1.358 0.00


No. 7
21
Properties=species:S:1:pos:R:3:nbo_charge:R:1 method="wB97M-V/def2-TZVPD" smiles=C[C@@H](O)C1([C@H]2CO2)CC1 fmax_ev_per_a=9.07 gap_ev=9.76
C 0.118 0.624 2.130 -0.65
C 0.301 1.049 0.568 0.15
C 0.188 -0.130 -0.461 -0.15
C 1.128 -1.193 -0.636 -0.42
C 0.962 -0.281 -1.809 -0.42
C -1.238 -0.333 -0.393 0.05
C -1.895 -1.574 -0.614 -0.08
H 0.399 1.631 2.520 0.23
H 1.166 0.201 2.458 0.21
H -0.733 0.286 2.552 0.23
H -0.414 1.826 0.476 0.18
H 1.241 3.193 -0.131 0.50
H 0.684 -2.188 -0.607 0.24
H 2.330 -0.815 -0.412 0.25
H 1.528 0.735 -1.714 0.24
H 0.586 -0.474 -2.812 0.23
H -1.639 0.665 -0.465 0.20
H -1.358 -2.574 -0.606 0.16
H -2.804 -1.708 -1.018 0.17
O 1.382 2.116 0.368 -0.81
O -1.933 -1.057 0.604 -0.49


No. 8
21
Properties=species:S:1:pos:R:3:nbo_charge:R:1 method="wB97M-V/def2-TZVPD" smiles="C#CC(C)C.CC(=O)O" fmax_ev_per_a=4.18 gap_ev=10.70
C 1.063 -0.628 -0.204 -0.22
C 1.168 -0.731 1.290 -0.62
C 2.290 -1.095 -0.963 -0.60
C 0.719 0.923 -0.590 -0.08
C 0.998 1.909 -1.213 -0.23
H 0.165 -1.148 -0.544 0.24
H 0.849 -1.714 1.647 0.22
H 0.398 -0.049 1.730 0.22
H 2.177 -0.485 1.625 0.21
H 3.137 -0.438 -0.764 0.21
H 2.552 -2.107 -0.659 0.21
H 2.102 -1.081 -2.035 0.22
H 1.101 2.794 -1.780 0.24
C -1.877 0.993 0.978 -0.75
C -2.583 -0.042 0.182 0.78
O -3.289 0.502 -0.833 -0.69
O -2.352 -1.228 0.221 -0.62
H -3.620 -0.203 -1.411 0.49
H -2.386 1.951 0.911 0.23
H -1.848 0.701 2.025 0.23
H -0.763 1.177 0.386 0.29


Energy relative to the best compared isomer or geometry (same formula, charge and spin) across the listed records, respectively: 0.000 1.574 1.823 1.126 2.046 0.442 7.512 2.452 eV.